Below is C6H3NO2 in the gas phase, with properties calculated with wB97M-V/def2-TZVPD.

Geometry as XYZ:
```
12
Properties=species:S:1:pos:R:3:nbo_charge:R:1
C 0.9758 1.5489 -0.1221 -0.2573
C 0.3610 0.3336 -0.2165 -0.2222
C -1.0735 0.0618 -0.4877 0.1373
C -2.2285 -0.1790 -0.2993 -0.1240
C -3.4084 -0.5920 0.1427 0.1996
N -4.5561 -0.4485 0.3321 -0.2133
C 1.2329 -0.8887 -0.0736 0.7599
O 0.8209 -2.0075 -0.3718 -0.5611
O 2.4048 -0.5720 0.5125 -0.6691
H 0.5265 2.5519 -0.0530 0.2206
H 2.0192 1.5505 0.2332 0.2273
H 2.9253 -1.3590 0.4035 0.5024
```

Computed properties:
Frontier orbital gap ... 9.31 eV
LUMO energy ... -0.8191 eV
SMILES ... C=C(C#CC#N)C(=O)O
Relative energy (zero: lowest compared OMol25 entry of this formula, charge and spin) ... 189.6 kJ/mol



Below is C6H3NS3 in the gas phase, with properties calculated with wB97M-V/def2-TZVPD.

Geometry as XYZ:
```
13
Properties=species:S:1:pos:R:3:nbo_charge:R:1
S -0.7033 -0.3727 -3.3099 -0.0127
C 0.3433 -0.4855 -2.0594 -0.2853
S 1.9885 -1.0739 -2.3165 0.2569
S 2.6586 -0.9667 -0.3585 0.2268
C 1.1360 -0.3697 0.2552 0.0800
N 1.0554 -0.1260 1.5608 -0.4323
C -0.0958 0.3555 2.0148 0.0795
C -1.1929 0.6511 1.1927 -0.2745
C -1.0998 0.3933 -0.1662 -0.0963
C 0.0975 -0.1524 -0.6547 -0.2244
H -0.1589 0.5117 3.0977 0.2044
H -2.1279 1.0398 1.6159 0.2316
H -1.9009 0.5956 -0.8718 0.2464
```

Computed properties:
Frontier orbital gap ... 7.44 eV
LUMO energy ... -0.9985 eV
SMILES ... S=c1ssc2ncccc12



Below is a molecular structure, C6H3NdO5, with properties calculated with wB97M-V/def2-TZVPD.

Geometry as XYZ:
```
15
Properties=species:S:1:pos:R:3:nbo_charge:R:1
C 1.6888 -0.5191 0.4505 0.4947
C 0.2828 -0.9796 0.4926 -0.4851
O -0.4177 -3.3108 0.5322 -0.0835
C 0.1015 -2.4202 -0.0260 0.9400
O 1.9608 0.6597 0.2096 -0.6322
H 2.4671 -1.2745 0.6468 0.1973
Nd 4.2332 2.1111 -0.1263 1.9844
O -1.6818 1.8688 -0.6066 -0.3987
C -2.0779 0.8780 -1.4359 0.9333
C -0.8630 1.3318 0.3539 0.1347
O -2.7791 1.0065 -2.3913 -0.4397
O -1.4761 -0.2605 -1.0404 -0.4485
C -0.7461 0.0123 0.1035 0.1360
H -0.6589 1.9260 1.2379 0.2573
H -0.0334 -1.0295 1.5994 0.4100
```

Computed properties:
Frontier orbital gap (alpha / beta) ... 4.39 / 4.39 eV
LUMO energy (alpha / beta) ... -14.6742 / -14.6734 eV
Spin multiplicity ... 5
Total charge ... +3